1.
A molecular structure, C9H7Cl2LaNO3Ti in a non-equilibrium geometry, computed with ωB97M-V/def2-TZVPD.

XYZ file:
```
24
C9H7Cl2LaNO3Ti (ωB97M-V/def2-TZVPD)
Ti -3.370 1.995 -2.390
La -1.586 -0.547 -0.731
Cl -2.080 2.192 -0.405
Cl -2.142 0.223 -3.386
C -1.168 -2.727 -2.001
C -4.983 1.842 -1.439
C -5.006 1.248 -2.968
O -1.016 -3.605 -2.734
O -5.831 1.992 -0.596
O -5.843 0.751 -3.679
C 3.959 -0.278 2.630
C 2.757 -0.242 1.745
C 1.714 -1.136 1.957
C 0.600 -1.114 1.134
N 0.523 -0.202 0.101
C 1.552 0.698 -0.118
C 2.668 0.678 0.691
H 3.708 -0.093 3.677
H 4.460 -1.250 2.596
H 4.685 0.476 2.329
H 1.764 -1.860 2.770
H -0.252 -1.820 1.263
H 1.404 1.395 -0.952
H 3.481 1.379 0.506
```

<S²> = 0.7689
maximum force = 13.18 eV/Å
spin multiplicity = 2
HOMO level (alpha / beta) = -22.38 / -22.39 eV
calculated total energy = -2427.305213 Ha
charge = +4



2.
A molecular structure, C18H18BrOZr in a non-equilibrium geometry, computed with ωB97M-V/def2-TZVPD.

XYZ file:
```
39
C18H18BrOZr (ωB97M-V/def2-TZVPD)
C 3.664 -0.527 1.837
C 3.502 0.895 1.894
C 2.113 1.193 2.031
H 4.343 1.606 1.847
C 1.386 -0.051 2.096
C 2.363 -1.111 1.991
H 2.099 -2.169 2.028
H 4.642 -1.066 1.819
H 1.677 2.187 2.088
H 0.349 -0.183 2.338
C 2.075 -1.075 -2.511
C 3.325 -1.481 -1.982
C 3.123 -2.163 -0.741
H 4.291 -1.299 -2.441
C 1.686 -2.219 -0.519
C 1.046 -1.466 -1.592
H -0.040 -1.284 -1.633
H 1.907 -0.588 -3.468
H 3.879 -2.735 -0.160
H 1.149 -2.726 0.320
Zr 2.037 0.034 -0.093
O -0.320 0.296 -0.332
C -0.578 1.711 -0.330
C -1.559 1.053 0.584
H 0.273 2.239 0.136
H -1.026 2.153 -1.225
H -1.387 1.026 1.656
H -3.899 0.786 2.104
C -4.086 0.745 1.035
C -2.949 0.778 0.163
C -3.245 0.506 -1.195
H -2.400 0.273 -1.846
C -4.555 0.454 -1.685
H -4.691 0.343 -2.777
C -5.640 0.545 -0.815
H -6.635 0.547 -1.235
C -5.399 0.621 0.566
H -6.256 0.610 1.240
Br 3.736 1.543 -1.191
```

maximum force = 2.30 eV/Å
spin multiplicity = 1
HOMO level = -11.84 eV
calculated total energy = -3392.782679 Ha
charge = +1



3.
A molecular structure, C37H51NO2SeV in a non-equilibrium geometry, computed with ωB97M-V/def2-TZVPD.

XYZ file:
```
93
C37H51NO2SeV (ωB97M-V/def2-TZVPD)
V -0.625 1.231 -0.266
C 1.407 -5.294 -2.146
C 1.881 -4.248 -3.165
C 3.395 -4.045 -3.015
C 1.607 -4.792 -4.567
C 1.167 -2.919 -2.902
C 1.299 -2.325 -1.654
C 0.663 -1.114 -1.396
N 0.632 -0.337 -0.247
C 1.336 -0.538 0.931
C 2.375 -1.415 1.227
C 2.894 -1.457 2.515
C 2.355 -0.618 3.489
C 1.342 0.305 3.235
C 0.877 0.341 1.921
O -0.058 1.204 1.477
C 0.783 1.238 4.306
C 1.059 2.696 3.912
C 1.424 0.982 5.670
C -0.731 1.017 4.445
C 4.047 -2.419 2.812
C 3.628 -3.851 2.447
C 4.454 -2.405 4.286
C 5.266 -2.017 1.971
C -0.144 -0.538 -2.385
O -0.759 0.590 -1.981
C -0.296 -1.096 -3.654
C 0.391 -2.288 -3.874
C -1.162 -0.428 -4.719
C -1.187 -1.238 -6.016
C -0.598 0.966 -5.033
C -2.607 -0.297 -4.213
H 1.893 -6.253 -2.338
H 0.327 -5.439 -2.212
H 1.643 -5.000 -1.123
H 3.925 -4.979 -3.216
H 3.657 -3.722 -2.006
H 3.756 -3.288 -3.714
H 2.122 -5.746 -4.691
H 1.971 -4.116 -5.343
H 0.542 -4.965 -4.733
H 1.866 -2.824 -0.887
H 2.809 -2.034 0.461
H 2.752 -0.672 4.490
H 2.132 2.872 3.812
H 0.677 3.366 4.685
H 0.578 2.954 2.970
H 2.497 1.182 5.660
H 1.266 -0.044 6.009
H 0.971 1.648 6.406
H -1.254 1.246 3.519
H -1.126 1.665 5.231
H -0.947 -0.018 4.718
H 2.729 -4.144 2.991
H 4.426 -4.553 2.698
H 3.423 -3.953 1.380
H 3.626 -2.688 4.938
H 4.817 -1.423 4.596
H 5.262 -3.121 4.444
H 5.048 -2.060 0.903
H 6.103 -2.690 2.170
H 5.581 -0.999 2.207
H 0.303 -2.752 -4.843
H -0.195 -1.325 -6.462
H -1.830 -0.732 -6.738
H -1.588 -2.241 -5.862
H 0.430 0.894 -5.396
H -0.611 1.608 -4.154
H -1.200 1.441 -5.811
H -3.018 -1.276 -3.960
H -3.231 0.139 -4.997
H -2.669 0.343 -3.335
C -6.964 5.982 1.710
C -5.723 5.317 1.181
C -5.257 4.127 1.725
C -4.113 3.500 1.250
C -3.653 2.219 1.884
C -3.419 4.094 0.187
Se -1.841 3.257 -0.491
C -3.857 5.293 -0.383
C -3.163 5.989 -1.523
C -5.009 5.877 0.134
H -7.399 5.409 2.528
H -7.720 6.081 0.929
H -6.745 6.985 2.080
H -5.798 3.670 2.546
H -4.330 1.925 2.686
H -2.648 2.326 2.296
H -3.609 1.411 1.151
H -2.268 5.466 -1.847
H -2.879 7.001 -1.229
H -3.836 6.072 -2.378
H -5.353 6.808 -0.306
```

<S²> = 0.8097
maximum force = 1.16 eV/Å
spin multiplicity = 2
HOMO level (alpha / beta) = -7.47 / -7.43 eV
calculated total energy = -4991.213647 Ha